131
Properties=species:S:1:pos:R:3:forces:R:3 method="wB97M-V/def2-TZVPD" charge=+1 relative_energy_ev=1.8439 gap_ev="7.17 / 1.23" homo_energy_ev="-10.09 / -10.09" multiplicity=2 s_squared=0.756
C 2.0394 -0.7756 3.8164 0.45 1.07 0.39
C 3.0459 0.0005 2.9072 -0.64 -1.64 -0.24
C 4.1669 -0.9687 2.6648 0.84 0.67 0.20
O 5.2091 -0.1992 2.1016 1.10 -0.73 -1.14
C 6.2141 -1.0754 1.6085 0.70 -0.51 0.03
N 2.4080 0.4866 1.6860 -0.32 0.01 -0.44
H 1.8830 -1.8397 3.6395 0.14 0.01 -0.91
H 1.0698 -0.2784 3.8434 0.03 0.03 0.18
H 2.5018 -0.8077 4.8030 -0.29 0.35 0.30
H 3.5235 0.8550 3.3868 -0.36 0.05 0.44
H 3.8670 -1.8105 2.0407 -0.11 -0.03 -0.36
H 4.5727 -1.3763 3.5908 -0.27 -0.24 0.40
H 5.8485 -1.7789 0.8604 -0.40 0.12 -0.25
H 6.6598 -1.7136 2.3716 -0.35 -0.08 0.66
H 7.1118 -0.6157 1.1951 -0.52 0.89 -0.12
H 3.0414 0.7776 0.9552 0.81 0.36 0.42
H 1.9072 -0.2409 1.1960 -0.59 -0.38 0.39
C -3.8384 -6.1754 1.0798 -0.39 0.34 -2.39
C -2.8561 -6.2238 -0.1946 -0.50 0.64 1.63
C -2.7471 -4.8688 -0.9039 -0.81 0.42 0.65
O -3.9881 -4.5368 -1.5639 0.51 0.04 -0.22
C -3.9037 -3.3111 -2.2849 0.37 -0.07 0.45
N -1.5806 -6.6692 0.3498 0.62 -0.35 -1.21
H -4.7555 -5.6428 0.8278 -0.19 0.03 -0.05
H -3.3861 -5.6329 1.9100 0.28 -0.33 -0.02
H -4.1386 -7.1983 1.3073 0.26 0.07 0.41
H -3.1679 -6.9174 -0.9755 -0.29 -0.32 0.35
H -1.9042 -4.7734 -1.5884 0.09 -0.40 -0.21
H -2.5942 -4.1385 -0.1093 0.19 0.50 0.20
H -3.0596 -3.2945 -2.9743 0.06 -0.29 -0.31
H -3.7215 -2.4641 -1.6234 -0.03 0.15 0.46
H -4.8235 -3.0817 -2.8229 -0.05 -0.52 0.07
H -1.0863 -6.0113 0.9354 -0.26 0.15 0.21
H -1.7514 -7.5075 0.8867 0.26 0.01 0.10
C 0.5373 3.8974 1.4515 -0.01 -0.14 0.53
C 1.4107 3.8875 2.7634 0.38 2.11 -0.97
C 1.1762 5.1035 3.6761 -0.70 0.37 -0.91
O 1.5497 6.2982 2.9806 0.11 0.98 0.36
C 1.2939 7.5053 3.7336 -0.29 -0.67 1.04
N 1.2218 2.6816 3.4871 -0.40 -1.20 0.41
H -0.3138 4.5781 1.4710 -0.24 -0.04 0.58
H 0.1829 2.8742 1.3270 -0.16 -0.04 -0.12
H 1.0266 4.1935 0.5236 0.72 -0.08 0.28
H 2.4481 3.9481 2.4343 0.31 0.33 -0.18
H 1.6657 4.9757 4.6415 0.48 0.11 0.01
H 0.1112 5.1934 3.8901 -0.34 -0.22 0.15
H 0.4117 7.3867 4.3627 -0.40 -0.25 -0.09
H 1.1202 8.4410 3.2022 0.22 -0.57 -0.97
H 2.0616 7.7431 4.4699 0.57 -0.33 -0.15
H 1.6945 1.9940 2.9180 -0.46 -0.75 -0.32
H 1.7616 2.6483 4.3401 -0.01 0.48 0.36
C -3.9556 3.9672 -3.3711 0.62 -0.93 0.17
C -3.0220 5.1673 -3.2317 -1.88 -1.40 -2.23
C -1.5507 4.8796 -3.6895 1.84 -0.23 1.23
O -1.0178 3.7221 -3.0617 -1.20 -0.02 -1.59
C -0.6794 3.7404 -1.6986 0.75 0.55 -0.07
N -3.6005 6.2687 -3.9472 2.02 0.04 2.43
H -3.7752 3.4206 -4.2967 -0.29 0.61 -0.60
H -4.9956 4.2695 -3.2484 0.07 -0.24 -0.04
H -3.6977 3.1481 -2.6999 -0.14 0.46 0.69
H -3.0575 5.4204 -2.1721 0.64 0.42 0.84
H -0.8873 5.7180 -3.4774 -0.19 0.48 0.54
H -1.4171 4.7800 -4.7667 -0.74 -0.60 -0.04
H -0.3823 2.7470 -1.3623 -0.65 -0.13 -0.23
H -1.4917 4.1853 -1.1239 -0.13 -0.05 0.40
H 0.2326 4.3239 -1.5727 -0.04 0.53 0.14
H -4.5096 6.5711 -3.6274 -0.84 -0.42 -0.63
H -2.9587 7.0283 -3.7704 0.15 0.91 -0.92
C -1.8435 -2.8034 3.4498 0.35 -0.89 1.27
C -1.6872 -3.4874 4.8689 -0.76 0.35 -2.01
O -0.5404 -4.3212 4.8034 0.61 0.47 0.83
H -0.9573 -2.1972 3.2618 -0.10 0.20 -0.01
H -2.7584 -2.2221 3.3355 0.09 0.03 0.19
H -1.8554 -3.6189 2.7266 -0.05 0.01 -0.15
H -2.5153 -4.1801 5.0197 -0.38 0.45 0.29
H -1.5988 -2.7469 5.6638 -0.10 -0.08 0.01
H -0.1041 -4.2336 5.6540 0.26 -0.29 0.01
C -0.7423 -0.0068 -0.9305 -0.89 0.79 -0.32
C -0.6384 -1.4237 -0.4979 -0.19 -0.09 0.10
O 0.3045 -1.3709 0.5332 1.10 -0.62 0.93
H -1.6372 0.1675 -1.5280 0.13 -0.03 -0.50
H 0.1718 0.2369 -1.4719 -0.10 0.28 -0.12
H -0.8557 0.6497 -0.0679 0.23 -0.02 0.18
H -0.2883 -2.0100 -1.3474 -0.09 -0.41 0.05
H -1.5381 -1.8501 -0.0543 -0.46 0.12 -0.50
H 0.1577 -2.1245 1.1094 0.24 -0.16 0.13
C -5.1821 1.2706 -0.7395 0.29 -1.17 0.71
C -4.3092 1.8835 0.3328 0.06 1.06 0.51
O -4.7002 3.2469 0.5222 -0.18 0.76 -0.62
H -6.2243 1.2475 -0.4211 -0.04 0.47 -0.32
H -4.9172 0.2156 -0.8095 0.14 -0.20 -0.03
H -5.0171 1.6533 -1.7466 -0.25 0.41 0.24
H -3.2510 1.8737 0.0717 0.18 -0.25 -0.24
H -4.3854 1.4720 1.3393 -0.19 -0.98 -0.34
H -4.4773 3.5398 1.4088 0.06 -0.11 0.02
C 3.2721 2.5020 -1.3730 1.58 1.09 -0.44
C 3.4475 3.3896 -2.6539 0.11 -0.23 -0.03
O 4.6725 4.1683 -2.7704 -0.76 -0.71 0.98
H 2.2742 2.0728 -1.2825 0.07 0.02 -0.22
H 3.5096 3.0773 -0.4781 -0.44 0.41 0.04
H 4.0494 1.7403 -1.3121 -0.22 -0.39 -0.44
H 2.6044 4.0782 -2.7099 -0.22 0.11 0.07
H 3.4284 2.7815 -3.5583 -0.34 -0.38 0.08
H 4.4744 4.8453 -3.4215 0.17 0.06 -0.02
C 2.6543 -4.7117 1.6602 -0.63 0.23 0.20
C 1.1155 -4.5114 1.8656 2.50 -0.09 1.02
O 0.6306 -5.4786 2.7713 -0.05 -0.58 -1.41
H 3.1478 -4.3921 2.5780 0.10 -0.18 0.10
H 3.0157 -4.0423 0.8796 0.03 -0.09 -0.22
H 2.9415 -5.7442 1.4614 -0.18 0.05 -0.16
H 0.6533 -4.4639 0.8796 -0.64 -0.26 0.18
H 1.1297 -3.5520 2.3827 -0.76 0.50 -0.34
H 0.3497 -5.0597 3.5881 -0.35 0.26 0.10
C 0.6262 -0.3492 -5.0912 -0.28 0.79 0.65
C -0.2307 0.9422 -5.1384 0.94 -1.32 -0.11
O -0.3757 1.1859 -6.4973 -0.78 0.47 -1.59
H 0.8049 -0.6269 -4.0525 0.06 -0.22 0.00
H 1.5796 -0.2698 -5.6135 -0.04 0.33 0.04
H 0.0520 -1.1265 -5.5953 -0.03 -0.03 0.15
H 0.1853 1.8657 -4.7357 0.30 -0.34 0.92
H -1.1916 0.6866 -4.6918 -0.16 0.25 0.36
H -1.1088 1.7969 -6.6013 0.00 0.06 -0.36
C 3.4252 -3.5107 -2.0233 -0.27 -0.25 0.72
C 1.9608 -3.9966 -2.1092 1.91 0.92 0.31
O 1.3282 -3.0345 -2.8857 -1.52 0.30 -1.14
H 3.9568 -4.2484 -1.4222 0.62 0.39 -0.05
H 3.5184 -2.4826 -1.6735 -0.38 -0.14 1.06
H 3.9073 -3.3162 -2.9814 -0.15 -1.09 -0.54
H 1.4264 -3.9781 -1.1594 0.34 -0.15 0.17
H 1.9803 -5.0186 -2.4877 -0.48 -0.06 -0.32
H 1.8143 -2.9770 -3.7115 -0.11 0.11 -0.21

141
Properties=species:S:1:pos:R:3:forces:R:3 method="wB97M-V/def2-TZVPD" charge=-1 gap_ev=6.29 homo_energy_ev=-5.18
C 3.0184 0.6822 1.7017 -2.68 15.33 3.12
C 3.1741 -0.3956 1.5631 2.23 -16.36 -2.12
P 3.1835 -2.3440 1.6231 -0.12 0.25 0.06
F 4.5436 -2.3606 0.5894 -0.12 -0.14 0.21
C 1.6919 -2.2813 2.8176 0.19 0.03 -0.16
C 0.3195 -2.5317 2.1833 0.95 0.17 0.81
C -0.2608 -1.3426 1.4627 -1.15 -0.55 0.90
F 0.4363 -0.9747 0.3998 0.63 0.26 -1.13
Br -0.4425 0.2329 2.6133 0.16 0.14 -0.71
C -1.7001 -1.6588 0.9438 1.41 0.28 1.04
F -1.6536 -2.7833 0.2621 -0.15 -1.35 -0.69
F -2.0462 -0.7202 0.0999 -1.02 1.14 -0.64
Br -2.9611 -1.8501 2.3835 -0.64 -0.11 -0.20
H 2.7015 1.6089 2.1017 0.39 0.03 -1.09
H 2.3589 -2.4351 0.4534 0.01 0.25 -0.06
H 3.1728 -3.7797 1.7335 -0.05 0.22 -0.06
H 4.0576 -2.2475 2.7630 0.15 0.06 0.02
H 1.7398 -1.3384 3.3595 -0.25 0.17 0.02
H 1.8658 -3.0572 3.5662 0.06 -0.17 -0.03
H 0.4142 -3.3988 1.5337 -0.14 0.09 -0.53
H -0.3681 -2.8111 2.9812 -0.02 0.09 -0.87
C -1.6834 0.6216 -3.8155 0.20 -0.07 0.14
Cl -0.6291 1.0040 -5.1847 0.08 0.05 -0.04
Cl -2.8942 -0.5572 -4.3306 -0.13 0.22 0.03
Cl -0.7296 -0.0618 -2.5111 0.13 0.01 -0.03
Cl -2.4700 2.0961 -3.2501 -0.05 -0.03 0.10
C 1.3579 3.7666 4.8542 0.03 -0.04 -0.13
Cl 2.1114 2.6331 3.7257 -0.35 0.57 0.95
Cl -0.4034 3.6255 4.7332 0.00 0.00 0.01
Cl 1.8644 3.3904 6.5038 0.09 -0.08 -0.02
Cl 1.8427 5.4212 4.4548 -0.03 0.00 -0.01
C -6.8356 -3.2020 2.1656 0.01 0.19 0.04
Cl -6.0772 -2.3734 3.5315 -0.42 0.14 -0.38
Cl -8.5390 -3.4769 2.5511 -0.05 0.00 -0.08
Cl -6.7074 -2.2062 0.6964 -0.23 0.13 0.58
Cl -6.0383 -4.7504 1.9009 -0.03 -0.02 0.26
C 3.3885 -0.4211 8.2849 0.01 0.05 -0.24
Cl 3.8135 -1.7094 9.4227 0.00 -0.01 0.08
Cl 1.7184 0.0705 8.5581 0.41 0.43 0.05
Cl 4.4635 0.9639 8.5304 -0.01 -0.04 0.02
Cl 3.5614 -1.0197 6.6360 -0.01 0.04 0.00
C -0.8500 4.6639 -0.4274 0.09 -0.12 0.03
Cl -1.3065 2.9800 -0.2110 0.02 -0.04 0.24
Cl -2.0756 5.4838 -1.4076 0.29 0.20 -0.01
Cl -0.7264 5.4556 1.1505 0.00 0.01 -0.03
Cl 0.7120 4.7381 -1.2505 -0.21 0.07 0.10
C 5.4329 -6.6240 1.1936 -0.21 0.02 -0.04
Cl 6.2866 -5.5763 0.0626 -0.01 -0.02 0.03
Cl 5.3239 -8.2628 0.5134 0.06 -0.07 0.00
Cl 6.3202 -6.6859 2.7246 0.02 -0.04 0.00
Cl 3.8163 -5.9839 1.4759 0.42 -0.41 -0.06
C 4.1170 6.2302 -2.4471 -0.62 1.08 -0.42
Cl 2.9916 7.4660 -1.8697 0.05 0.40 0.25
Cl 5.1628 5.7231 -1.1180 -0.18 0.11 0.02
Cl 3.2070 4.8412 -3.0468 1.42 7.42 -0.40
Cl 5.1068 6.8901 -3.7553 0.21 0.06 -0.04
C -4.4751 -4.7481 -2.4941 -0.11 -0.07 0.11
Cl -5.5510 -5.8139 -3.4110 0.00 0.00 0.05
Cl -5.3787 -4.0782 -1.1244 0.50 -0.16 -0.76
Cl -3.0943 -5.6756 -1.9071 0.00 0.03 0.02
Cl -3.8847 -3.4301 -3.5247 -0.08 -0.19 0.28
C 4.5803 1.8188 -2.1371 0.15 -0.32 0.36
Cl 6.0669 2.7785 -2.3404 0.02 -0.12 -0.25
Cl 3.2075 2.7209 -2.8042 -0.69 -8.50 0.69
Cl 4.7480 0.2893 -3.0018 0.11 -0.06 -0.05
Cl 4.2942 1.4980 -0.4222 0.12 0.11 -1.04
C -5.4209 -4.1687 7.0517 0.10 -0.04 -0.09
Cl -4.3812 -3.7099 5.7075 -0.09 -0.82 0.23
Cl -6.5129 -5.4635 6.5437 -0.03 0.01 0.01
Cl -4.4271 -4.7304 8.4023 -0.02 0.03 0.01
Cl -6.3696 -2.7645 7.5628 0.00 0.02 0.01
C 8.3786 0.5372 8.6180 -0.08 -0.06 -0.13
Cl 7.6501 -0.8196 9.4832 0.02 0.02 0.00
Cl 7.9638 0.4346 6.9059 0.00 0.00 0.07
Cl 7.7643 2.0571 9.2821 0.04 0.03 0.03
Cl 10.1357 0.4818 8.8057 0.01 0.01 0.02
C -5.2826 -5.4327 -7.7783 0.07 0.04 0.02
Cl -4.4515 -4.7009 -6.4085 -0.08 -0.02 -0.22
Cl -7.0077 -5.5777 -7.4107 0.01 -0.01 0.00
Cl -5.0697 -4.4200 -9.2102 0.00 0.00 0.00
Cl -4.6106 -7.0389 -8.0876 -0.01 0.00 -0.01
C 0.8715 8.7302 -5.3023 0.02 -0.07 0.04
Cl 0.4874 7.2952 -4.3531 -0.07 -0.01 -0.04
Cl 0.4888 10.1782 -4.3614 0.00 0.00 0.00
Cl 2.5905 8.7294 -5.7051 -0.03 0.01 0.00
Cl -0.0821 8.7272 -6.7915 -0.02 0.02 -0.02
C 7.6180 -0.7619 -5.8284 -0.02 0.05 0.06
Cl 6.8407 0.7682 -6.2513 0.00 -0.04 0.00
Cl 6.3868 -2.0069 -5.5854 0.00 0.03 -0.01
Cl 8.6940 -1.2552 -7.1423 0.12 0.04 0.06
Cl 8.5494 -0.5581 -4.3439 -0.04 0.00 -0.02
C -5.0984 2.7835 -6.4899 0.07 0.06 0.00
Cl -5.8547 1.3695 -5.7474 -0.02 0.01 -0.01
Cl -5.5094 2.8364 -8.2105 0.01 0.00 0.00
Cl -5.6877 4.2491 -5.6941 0.15 -0.02 0.07
Cl -3.3484 2.6794 -6.3051 -0.13 0.02 -0.31
C -1.1240 -1.4851 6.1843 0.10 0.07 0.07
Cl -0.8482 -2.7489 4.9841 -0.19 0.05 1.11
Cl -2.8670 -1.2155 6.3644 0.41 0.66 0.11
Cl -0.4674 -1.9958 7.7457 -0.47 -0.19 -0.42
Cl -0.3284 0.0047 5.6612 -0.11 -0.19 0.89
C -9.1484 5.3870 -8.0931 0.03 -0.04 0.03
Cl -8.7597 3.9959 -7.0833 -0.21 0.00 -0.04
Cl -10.8051 5.9121 -7.7666 0.01 0.01 -0.01
Cl -8.0304 6.7068 -7.7314 0.00 -0.01 -0.01
Cl -8.9979 4.9390 -9.7965 0.00 0.01 0.00
C -1.1703 -0.9519 11.5288 0.01 0.00 -0.12
Cl 0.1343 -1.7934 10.6956 0.08 -0.22 0.62
Cl -1.1820 0.7369 11.0090 0.00 -0.05 0.06
Cl -2.7158 -1.7077 11.1202 0.00 0.02 -0.01
Cl -0.9158 -1.0344 13.2762 -0.01 0.01 -0.02
C -1.4173 -2.0416 -8.4382 -0.01 0.08 0.04
Cl -2.5445 -0.9424 -7.6341 0.02 -0.11 -0.19
Cl 0.1695 -1.2704 -8.5498 -0.01 0.02 -0.01
Cl -1.2753 -3.5342 -7.5095 0.01 0.02 -0.01
Cl -2.0047 -2.4113 -10.0666 0.02 0.01 0.00
C 7.7997 -3.0321 -10.6962 -0.05 0.01 0.04
Cl 7.1527 -4.1925 -11.8607 0.01 0.02 -0.05
Cl 6.5726 -2.6638 -9.4862 -0.08 -0.06 -0.07
Cl 9.2196 -3.7264 -9.9032 0.00 -0.01 -0.01
Cl 8.2625 -1.5475 -11.5374 0.01 -0.01 0.01
C -4.3024 3.1786 11.1703 0.13 -0.07 0.08
Cl -2.6956 3.7495 10.7019 -0.56 -0.85 0.62
Cl -5.5219 4.3153 10.5839 0.00 0.03 -0.01
Cl -4.5969 1.5871 10.4654 -0.04 0.04 -0.02
Cl -4.3963 3.0697 12.9319 -0.03 -0.02 0.05
C -1.9527 5.6554 7.9917 -0.10 0.09 -0.02
Cl -2.6364 6.4116 9.4392 0.07 0.76 -0.44
Cl -0.8835 4.3372 8.4642 0.42 0.09 -0.36
Cl -3.2619 5.0196 6.9878 0.02 -0.01 0.05
Cl -1.0370 6.8564 7.0749 0.00 -0.05 0.01
C -6.1571 4.9573 -0.5446 0.04 -0.05 0.00
Cl -4.9397 4.0909 -1.4783 -0.32 -0.16 -0.02
Cl -6.1053 6.6755 -0.9624 0.00 0.00 0.00
Cl -7.7608 4.3099 -0.9144 -0.01 0.02 0.00
Cl -5.8250 4.7606 1.1790 0.00 0.01 -0.02
C 6.9014 -8.2427 -11.9957 0.02 0.02 0.05
Cl 6.8556 -10.0065 -11.8901 0.00 0.01 -0.02
Cl 5.7052 -7.6917 -13.1753 0.01 0.01 0.00
Cl 6.5331 -7.5469 -10.4179 0.00 -0.03 0.01
Cl 8.5121 -7.7252 -12.5068 -0.01 -0.01 -0.01